# 1
{"formula": "C21H36ClN6O7P2Re", "method": "ωB97M-V/def2-TZVPD", "multiplicity": 2, "de_lowest_kj_mol": 0.00, "charge": 3, "largest_force_ev_per_a": 0.41, "orbital_gap_ha": [0.1728, 0.1765], "species": ["Re", "N", "C", "C", "P", "O", "O", "O", "P", "O", "O", "O", "H", "H", "H", "H", "H", "H", "H", "H", "C", "N", "C", "C", "N", "H", "H", "H", "H", "H", "H", "C", "C", "C", "C", "C", "O", "C", "C", "C", "C", "C", "C", "Cl", "C", "C", "C", "N", "C", "N", "C", "N", "H", "H", "H", "H", "H", "H", "H", "H", "H", "H", "H", "H", "H", "H", "H", "H", "H", "H", "H", "H", "H", "H"], "positions_angstrom": [[-1.725682, -1.844975, -1.188014], [-1.680288, -4.604852, -5.152901], [-2.253175, -3.907975, -3.905597], [-3.682264, -4.384736, -3.730154], [-0.846406, -4.142072, -2.634089], [-3.502925, -2.657925, -1.404107], [0.049669, -5.190732, -3.075413], [-1.134854, -3.774288, -1.171085], [-1.760348, -2.122079, -3.925899], [-1.541426, -1.731469, -5.400054], [-0.423380, -2.522404, -3.113610], [-2.323105, -1.033508, -3.031410], [-2.342617, -5.332352, -5.445765], [-0.789246, -5.080971, -4.913486], [-1.532342, -3.986453, -5.957892], [-3.683870, -5.469235, -3.596592], [-4.273875, -4.132511, -4.612906], [-4.129604, -3.928214, -2.855862], [-4.132201, -2.507732, -0.690453], [-1.379422, -0.819579, -5.704516], [-5.059814, -0.799574, 2.728402], [-3.646203, -0.427948, 2.453091], [-2.924408, 0.357517, 3.493028], [-3.072782, -0.796926, 1.395693], [-2.532971, -1.175910, 0.411303], [-5.631072, 0.121445, 2.820403], [-5.084081, -1.355437, 3.663306], [-5.447009, -1.408735, 1.917319], [-3.545252, 1.213309, 3.746569], [-1.970078, 0.693257, 3.098126], [-2.792172, -0.290252, 4.357938], [4.421997, 2.982657, 2.155160], [4.457631, 1.830799, 1.141410], [4.325821, 0.496565, 1.881846], [5.838874, 1.845177, 0.468951], [3.338628, 2.030862, 0.072804], [3.696349, 3.071117, -0.839209], [1.951405, 2.446298, 0.611581], [1.206217, 1.658334, 1.699752], [-0.166895, 2.261273, 1.895488], [-0.469119, 2.982714, 3.048017], [-1.711297, 3.577835, 3.225706], [-2.674709, 3.446732, 2.236730], [-4.242303, 4.141991, 2.465286], [-2.398418, 2.746683, 1.071189], [-1.149731, 2.160596, 0.912412], [3.237509, 0.846487, -0.930602], [2.154064, -0.121881, -0.705091], [0.923099, -0.079861, -1.175671], [0.257637, -1.168302, -0.755824], [1.192347, -1.846537, -0.005631], [2.340827, -1.239293, 0.024623], [5.273963, 2.894527, 2.828978], [3.522851, 2.984932, 2.772325], [4.503795, 3.963048, 1.678554], [5.081032, 0.456473, 2.667233], [4.505857, -0.354319, 1.223893], [3.359367, 0.351481, 2.360915], [6.596282, 1.633292, 1.224058], [6.083069, 2.807966, 0.023059], [5.945251, 1.085601, -0.307524], [4.120676, 3.792986, -0.360700], [1.305546, 2.541072, -0.269316], [2.063683, 3.471324, 0.969235], [1.748190, 1.713527, 2.641863], [1.120565, 0.593720, 1.463978], [0.280779, 3.092650, 3.822418], [-1.928974, 4.142677, 4.122062], [-3.146218, 2.695624, 0.289819], [-0.930750, 1.640513, -0.015894], [4.151648, 0.262887, -0.974826], [3.056807, 1.286592, -1.909357], [0.541469, 0.709306, -1.803282], [1.008378, -2.792810, 0.478209]], "atomic_forces_ev_per_a": [[-0.143, -0.026, 0.378], [-0.019, -0.023, 0.028], [0.003, -0.113, 0.061], [0.003, 0.010, 0.024], [0.027, 0.021, -0.112], [0.094, 0.219, -0.084], [0.000, 0.014, 0.027], [-0.003, 0.026, -0.031], [0.009, 0.172, -0.086], [0.009, -0.026, -0.005], [-0.018, -0.092, -0.110], [0.036, -0.176, -0.072], [-0.002, 0.007, -0.019], [0.014, 0.014, -0.008], [0.004, 0.005, 0.006], [0.005, -0.002, -0.008], [0.002, 0.000, -0.005], [-0.016, -0.001, -0.024], [-0.015, -0.058, 0.012], [0.000, 0.010, 0.012], [0.010, 0.014, 0.017], [0.099, 0.016, -0.048], [-0.039, -0.028, 0.020], [0.032, -0.031, 0.096], [-0.017, 0.032, -0.065], [-0.017, 0.006, -0.004], [0.003, 0.003, 0.001], [-0.011, 0.006, -0.002], [-0.010, -0.001, -0.013], [0.025, 0.013, -0.008], [0.003, 0.016, 0.009], [0.001, 0.004, 0.003], [0.009, 0.042, -0.020], [0.015, -0.029, 0.005], [0.029, -0.015, 0.006], [-0.048, 0.003, -0.017], [0.012, -0.009, 0.014], [0.048, -0.034, -0.042], [-0.007, 0.135, -0.067], [0.034, -0.105, 0.113], [0.001, 0.013, -0.013], [0.006, -0.023, -0.042], [-0.045, 0.053, 0.077], [0.027, -0.048, -0.019], [0.018, -0.045, -0.055], [-0.058, -0.010, 0.033], [0.028, -0.004, 0.053], [0.019, -0.052, -0.054], [0.027, -0.036, 0.031], [-0.068, 0.130, 0.004], [0.016, -0.056, -0.085], [-0.046, 0.026, 0.079], [0.005, 0.002, -0.009], [-0.009, -0.024, -0.015], [-0.003, 0.012, 0.008], [0.001, -0.006, -0.005], [0.011, 0.007, 0.010], [-0.047, 0.017, 0.008], [-0.001, 0.002, -0.007], [-0.012, -0.001, 0.005], [-0.018, -0.004, 0.001], [-0.003, 0.001, -0.001], [-0.018, 0.015, 0.003], [0.004, 0.005, 0.004], [0.010, -0.023, 0.011], [-0.020, 0.015, -0.007], [0.004, 0.001, -0.005], [-0.009, 0.007, -0.001], [-0.011, -0.004, 0.001], [0.008, 0.011, -0.003], [0.024, 0.012, 0.006], [-0.015, -0.009, -0.007], [0.008, 0.000, 0.001], [0.005, 0.001, 0.009]], "mulliken_charge": [1.52, -0.20, 0.74, -1.45, 0.88, -0.62, -0.71, -0.61, 0.91, -0.55, -0.51, -0.65, 0.41, 0.37, 0.35, 0.53, 0.51, 0.19, 0.22, 0.43, -0.82, 0.09, -0.64, 0.99, -0.67, 0.33, 0.35, 0.35, 0.39, 0.03, 0.40, -1.73, 1.38, -1.59, -1.53, 2.57, -0.68, -2.19, -0.04, -0.43, -0.13, -0.95, 0.16, -0.15, -1.20, 0.37, -2.38, 0.99, -0.13, 0.00, -0.56, -0.68, 0.53, 0.28, 0.39, 0.56, 0.32, 0.16, 0.46, 0.35, 0.33, 0.58, 0.30, 0.71, 0.77, -0.05, 0.48, 0.48, 0.49, 0.37, 0.26, 0.40, 0.63, 0.54]}

***

# 2
{"formula": "C21H36I2N4O4P2PdS2", "method": "ωB97M-V/def2-TZVPD", "multiplicity": 1, "de_lowest_kj_mol": 75.66, "largest_force_ev_per_a": 2.19, "orbital_gap_ha": [0.2188, 0.2187], "species": ["Pd", "I", "C", "C", "C", "I", "C", "C", "C", "C", "N", "C", "C", "O", "H", "H", "H", "H", "C", "C", "C", "O", "P", "S", "S", "O", "C", "C", "C", "H", "H", "H", "H", "H", "H", "H", "H", "H", "H", "H", "H", "H", "H", "C", "N", "C", "P", "O", "N", "C", "C", "N", "C", "C", "H", "H", "H", "H", "H", "H", "H", "H", "H", "H", "H", "H", "H", "H", "H", "H", "H", "H"], "positions_angstrom": [[-0.160555, 0.318465, 0.091159], [-2.938895, 2.335632, -4.026394], [-0.860515, 2.051648, -3.874655], [-0.000503, 2.356223, -4.909288], [1.346692, 2.090655, -4.791361], [2.572357, 2.482244, -6.476377], [1.888506, 1.570013, -3.605833], [3.252219, 1.299065, -3.366609], [3.660711, 0.820196, -2.150559], [2.706351, 0.587783, -1.150525], [1.432103, 0.826363, -1.354143], [0.990361, 1.293452, -2.533254], [-0.437084, 1.466193, -2.671996], [-1.253925, 1.070173, -1.787431], [-0.392240, 2.793582, -5.815622], [3.966973, 1.474112, -4.157453], [4.702448, 0.626858, -1.949150], [2.986900, 0.175829, -0.187200], [3.331505, 2.348741, 2.299696], [2.052414, 3.162139, 2.442115], [2.286337, 4.491765, 3.147274], [1.104794, 2.456027, 3.248908], [0.007201, 1.452035, 2.640561], [-0.982991, 2.388631, 1.162781], [0.846278, -0.353248, 2.254325], [-1.026037, 1.301452, 3.833829], [-0.829554, 1.416339, 5.252202], [-0.869834, 2.883802, 5.650788], [0.445378, 0.727505, 5.705996], [4.061500, 2.914856, 1.726089], [3.126348, 1.410862, 1.786922], [3.743790, 2.122420, 3.280739], [1.612088, 3.332491, 1.448566], [2.649628, 4.308288, 4.156432], [1.356123, 5.051916, 3.206717], [3.018336, 5.079509, 2.601554], [-1.708660, 0.900472, 5.662757], [0.010177, 3.395532, 5.273553], [-0.897877, 2.968898, 6.732640], [-1.755145, 3.359718, 5.237193], [1.308677, 1.254356, 5.307289], [0.469751, -0.298334, 5.345472], [0.490897, 0.729941, 6.791795], [-3.370849, -1.334568, -2.145391], [-2.517687, -1.674445, -1.027664], [-2.775871, -0.915416, 0.180638], [-1.100064, -2.540000, -1.132646], [0.130417, -1.873733, -0.633359], [-1.022492, -2.946931, -2.774452], [-0.405042, -1.920943, -3.590454], [-0.694045, -4.289493, -3.204529], [-1.421563, -3.888188, -0.200044], [-0.318263, -4.698288, 0.262943], [-2.685132, -4.578216, -0.284399], [-4.416513, -1.495641, -1.867309], [-3.126251, -1.966708, -2.994045], [-3.243029, -0.286098, -2.424898], [-3.801746, -1.098522, 0.516986], [-2.676131, 0.174198, -0.004145], [-2.088998, -1.254783, 0.973975], [-0.702152, -0.946186, -3.213114], [-0.749437, -2.030055, -4.620348], [0.688741, -1.982601, -3.570066], [-1.199639, -5.016551, -2.574948], [0.383519, -4.492365, -3.187861], [-1.048440, -4.416861, -4.231695], [0.586005, -4.096494, 0.233754], [-0.182234, -5.589991, -0.358663], [-0.498886, -5.019364, 1.290206], [-3.425362, -3.905461, -0.707050], [-3.005497, -4.882047, 0.714630], [-2.626385, -5.478846, -0.905552]], "atomic_forces_ev_per_a": [[-1.056, 0.281, 0.493], [0.315, 0.093, -0.210], [-0.753, -0.289, 0.866], [0.662, 0.013, -0.321], [0.029, 0.332, -0.842], [-0.209, -0.045, 0.338], [-0.324, -0.096, 0.419], [0.105, -0.048, 0.142], [0.028, 0.077, -0.176], [-0.251, 0.126, -0.365], [1.010, -0.188, -0.229], [0.446, 0.219, -0.559], [0.505, 0.393, -0.957], [0.161, -0.778, 2.040], [-0.001, -0.023, -0.069], [0.060, 0.044, -0.024], [0.115, -0.058, -0.034], [-0.037, 0.053, 0.026], [-0.328, 0.009, -0.020], [0.590, 0.450, -0.343], [-0.188, -0.312, -0.215], [-0.580, -0.570, 0.081], [-0.132, 0.510, 0.952], [0.846, -1.615, -0.156], [-0.949, 1.085, -1.333], [0.080, 0.067, -0.588], [0.021, 0.081, 0.510], [-0.072, -0.232, -0.151], [-0.203, -0.020, -0.149], [0.082, 0.040, -0.052], [0.057, -0.007, 0.008], [0.074, 0.004, 0.103], [0.033, -0.010, 0.221], [0.085, 0.021, 0.089], [-0.052, 0.073, 0.012], [0.099, 0.088, -0.034], [0.250, 0.092, -0.063], [0.093, 0.084, 0.006], [0.007, 0.030, 0.174], [-0.093, 0.050, -0.003], [0.103, 0.008, 0.094], [0.010, -0.115, 0.067], [0.038, -0.024, 0.106], [-0.081, 0.122, -0.161], [0.874, -0.288, -0.181], [-0.128, 0.117, 0.228], [-1.823, -0.613, -0.641], [0.422, 0.770, 0.353], [0.154, -0.010, 1.168], [0.019, 0.197, -0.161], [-0.077, -0.111, 0.024], [0.403, 0.447, -0.630], [0.192, -0.008, 0.094], [-0.192, -0.007, 0.022], [-0.035, -0.038, 0.006], [-0.109, 0.035, -0.028], [-0.019, -0.020, -0.005], [-0.010, -0.060, 0.034], [-0.021, -0.560, 0.181], [-0.314, 0.310, -0.170], [0.002, 0.128, -0.135], [0.003, 0.091, -0.045], [0.014, 0.020, -0.009], [0.004, -0.101, -0.017], [0.021, 0.014, 0.009], [0.032, -0.069, 0.062], [0.112, -0.087, 0.092], [0.033, -0.049, -0.004], [0.024, -0.030, 0.046], [-0.145, -0.055, 0.028], [-0.044, -0.009, 0.019], [0.015, -0.032, -0.031]], "mulliken_charge": [0.68, -0.02, -0.36, -0.41, -0.11, 0.02, 0.91, -0.73, -1.23, -0.59, 0.41, 0.13, 0.00, -0.24, 0.38, 0.18, 0.42, 0.62, -1.09, 0.63, -1.57, 0.07, 0.96, -0.48, -0.41, -0.42, 0.49, -1.18, -1.22, 0.45, 0.03, 0.31, 0.19, 0.30, 0.35, 0.46, 0.39, 0.14, 0.45, 0.33, 0.18, 0.30, 0.48, -0.96, 0.59, -1.20, 0.64, -1.07, 0.30, -0.71, -0.99, 0.27, -0.98, -0.96, 0.34, 0.35, 0.02, 0.40, 0.19, 0.32, -0.12, 0.42, 0.31, 0.28, 0.29, 0.32, 0.23, 0.31, 0.33, 0.23, 0.31, 0.36]}